P:
The following is a DFT calculation (ωB97M-V/def2-TZVPD) of 7 unconnected molecules or ions with the total composition C14H42O7.

Each line ends with the natural charge from an NBO analysis.
Atoms and positions in Å:
C  -7.01037  19.21160  -9.01754  -0.6379
C  -7.15203  17.86411  -8.36599  -0.0509
O  -7.68857  18.01413  -7.05910  -0.7180
H  -7.70979  20.04243  -8.92465  0.2338
H  -6.81901  19.01497  -10.07245  0.2062
H  -6.08577  19.60438  -8.59450  0.2075
H  -6.24228  17.27467  -8.25192  0.1645
H  -7.87722  17.29429  -8.94695  0.1305
H  -7.90032  17.11600  -6.79432  0.4663
C  -9.08951  13.05493  -12.12421  -0.6336
C  -8.53218  14.17682  -11.24239  -0.0654
O  -9.63972  14.96113  -10.68604  -0.7500
H  -9.62313  13.46081  -12.98364  0.2155
H  -9.69387  12.27191  -11.66628  0.2123
H  -8.17926  12.51598  -12.38701  0.2146
H  -7.86207  14.82726  -11.80451  0.1803
H  -7.98536  13.69197  -10.43368  0.1703
H  -9.26741  15.70412  -10.20547  0.4769
C  -9.01851  11.84026  -16.03253  -0.6478
C  -8.38672  11.55817  -17.38352  -0.0688
O  -9.29289  11.59888  -18.48289  -0.7074
H  -9.58192  12.76803  -16.13201  0.1981
H  -8.45210  12.01619  -15.11802  0.2181
H  -9.81256  11.15233  -15.74215  0.2077
H  -7.89644  10.58485  -17.36432  0.1759
H  -7.56214  12.27105  -17.38201  0.1569
H  -9.50163  12.51444  -18.68230  0.4668
C  -10.40761  11.72548  -8.72159  -0.6466
C  -10.24656  12.98434  -7.89482  -0.0588
O  -10.86981  14.01850  -8.52309  -0.7565
H  -10.01787  11.78748  -9.73763  0.1965
H  -11.41949  11.32940  -8.80716  0.2120
H  -9.87960  10.84285  -8.36066  0.2115
H  -9.18449  13.22789  -7.92261  0.1419
H  -10.62389  12.90977  -6.87494  0.1845
H  -10.60190  14.02289  -9.44494  0.4990
C  -5.90004  9.46850  -12.00153  -0.6333
C  -6.81547  8.28215  -11.98548  -0.0615
O  -6.25294  7.15257  -12.54343  -0.7109
H  -5.17871  9.43564  -11.18502  0.2076
H  -6.45594  10.39917  -11.88774  0.2117
H  -5.38785  9.66989  -12.94239  0.2154
H  -7.62733  8.56856  -12.65401  0.1468
H  -7.19139  8.05820  -10.98717  0.1571
H  -7.00863  6.61007  -12.78057  0.4663
C  -4.87056  13.14872  -13.76280  -0.6358
C  -4.24283  12.95534  -12.33815  -0.0523
O  -5.05614  13.35909  -11.30102  -0.7344
H  -4.17487  12.95612  -14.57951  0.2183
H  -5.15062  14.19845  -13.85072  0.2091
H  -5.72978  12.49357  -13.90640  0.2065
H  -3.33619  13.55025  -12.22774  0.1560
H  -4.04337  11.90837  -12.10973  0.1609
H  -4.52249  13.84961  -10.67156  0.4741
C  -11.33686  17.72221  -7.87214  -0.6352
C  -12.32164  16.92321  -6.92927  -0.0711
O  -11.48271  15.99191  -6.20345  -0.7318
H  -10.88660  17.16245  -8.69191  0.1893
H  -10.48250  18.04010  -7.27455  0.2205
H  -11.91838  18.54718  -8.28366  0.1969
H  -13.06469  16.49030  -7.59902  0.1680
H  -12.71345  17.67377  -6.24280  0.1749
H  -11.39568  15.33534  -6.89839  0.4808

Summary:
lowest unoccupied orbital energy	0.0084	Ha
2S+1	1
frontier orbital gap	0.360	Ha
SMILES string	CCO.CCO.CCO.CCO.CCO.CCO.CCO
HOMO level	-9.56	eV

***

Q:
The following is a DFT calculation (ωB97M-V/def2-TZVPD) of 7 unconnected molecules or ions with the total composition C14H42O7.

Each line ends with the natural charge from an NBO analysis.
Atoms and positions in Å:
C  -1.22656  4.10381  0.74045  -0.6266
C  -0.21642  4.18721  -0.35884  -0.0681
O  -0.56916  5.32327  -1.13296  -0.7162
H  -2.13953  3.74623  0.26432  0.1970
H  -1.33349  5.03974  1.28883  0.2160
H  -0.93065  3.37029  1.49045  0.2051
H  -0.27762  3.29027  -0.97517  0.1605
H  0.80122  4.28248  0.01984  0.1737
H  -1.23226  4.96477  -1.72743  0.4588
C  -4.66535  0.12430  0.05958  -0.6326
C  -4.30103  -0.44462  -1.30592  -0.0639
O  -4.56819  0.54562  -2.27926  -0.7312
H  -5.70445  0.45183  0.02658  0.2168
H  -4.04679  0.95076  0.40953  0.2173
H  -4.63719  -0.67589  0.79918  0.2093
H  -4.92513  -1.27925  -1.62529  0.1553
H  -3.28087  -0.81726  -1.39816  0.1695
H  -4.49897  0.17331  -3.16142  0.4598
C  4.49296  0.08333  -1.92584  -0.6315
C  2.95936  -0.21414  -2.23766  -0.0494
O  2.23087  0.52466  -1.32501  -0.7605
H  4.75474  0.00772  -0.87045  0.2087
H  4.75096  1.08828  -2.25994  0.2062
H  5.13932  -0.58964  -2.48927  0.1924
H  2.76963  -1.27247  -2.05864  0.1486
H  2.67244  0.03749  -3.25867  0.1575
H  1.85156  -0.04984  -0.65593  0.5031
C  -0.07127  0.93095  4.71476  -0.6359
C  -1.25114  1.55639  5.50932  -0.0562
O  -1.61246  2.81418  4.96501  -0.7266
H  0.17526  -0.03994  5.14450  0.2031
H  0.85013  1.50470  4.81444  0.2040
H  -0.28170  0.93784  3.64530  0.2139
H  -0.89700  1.69952  6.53020  0.1553
H  -2.13718  0.92158  5.51827  0.1739
H  -1.08631  3.51550  5.35603  0.4689
C  0.04506  -0.92343  -4.94112  -0.6291
C  -0.50605  -1.06307  -3.51757  -0.0660
O  -1.74978  -1.75550  -3.48392  -0.7155
H  0.16213  -1.94473  -5.30351  0.2101
H  0.97241  -0.35086  -4.95840  0.2156
H  -0.72554  -0.42325  -5.52773  0.1946
H  -0.52244  -0.07378  -3.06027  0.1639
H  0.20759  -1.65835  -2.94794  0.1720
H  -2.39108  -1.16457  -3.88535  0.4547
C  3.84600  -3.56574  0.54531  -0.6327
C  2.66532  -4.00419  1.37587  -0.0714
O  2.43920  -2.94919  2.30637  -0.7319
H  3.66332  -2.60584  0.06226  0.2207
H  4.02829  -4.32158  -0.21862  0.2171
H  4.70737  -3.39866  1.19200  0.2199
H  2.90142  -4.91589  1.92466  0.1707
H  1.75072  -4.19207  0.81345  0.1659
H  1.78978  -3.24355  2.94917  0.4795
C  -0.76040  -0.16783  0.56534  -0.6335
C  0.01865  -1.46252  0.77648  -0.0637
O  1.40312  -1.16165  0.63130  -0.7722
H  -1.80785  -0.32604  0.82210  0.2105
H  -0.67553  0.13043  -0.47962  0.2140
H  -0.39123  0.68190  1.13957  0.2155
H  -0.33068  -2.18671  0.04054  0.1618
H  -0.10106  -1.88737  1.77312  0.1531
H  1.80352  -1.85897  1.15573  0.5007

Summary:
lowest unoccupied orbital energy	0.0143	Ha
2S+1	1
frontier orbital gap	0.362	Ha
SMILES string	CCO.CCO.CCO.CCO.CCO.CCO.CCO
HOMO level	-9.45	eV

***

What should be chosen as the least stable of them? Choose P.

***

P:
The following is a DFT calculation (ωB97M-V/def2-TZVPD) of a single CH3FN2 molecule.

Each line ends with the natural charge from an NBO analysis.
Atoms and positions in Å:
N  -1.04507  0.33978  0.14078  -0.8011
C  0.12931  -0.28179  0.08704  0.2160
N  1.12884  0.49514  0.01627  -0.1393
F  2.32969  -0.23619  0.11232  -0.2758
H  -1.76964  -0.26535  -0.31465  0.4016
H  -0.80963  1.33766  0.01162  0.4134
H  0.03649  -1.38925  -0.05338  0.1852

Summary:
lowest unoccupied orbital energy	0.0305	Ha
2S+1	1
frontier orbital gap	0.379	Ha
SMILES string	N/C=N/F
HOMO level	-9.48	eV

***

Q:
The following is a DFT calculation (ωB97M-V/def2-TZVPD) of 2 unconnected molecules or ions with the total composition CH3FN2.

Each line ends with the natural charge from an NBO analysis.
Atoms and positions in Å:
N  -1.66068  -0.40143  -1.17749  -0.3954
C  -0.86905  0.29281  -0.74089  0.4198
N  0.07645  1.14413  -0.40850  -0.8503
H  0.82210  1.04464  -1.08351  0.4037
H  0.42320  1.36206  0.51092  0.4212
F  0.81811  -1.32297  1.26125  -0.5709
H  0.38987  -2.11924  1.63822  0.5719

Summary:
lowest unoccupied orbital energy	0.0216	Ha
2S+1	1
frontier orbital gap	0.391	Ha
SMILES string	N#CN.F
HOMO level	-10.04	eV

***

What should be chosen as the least stable of them? Choose P.